No. 1
Entry from the Open Molecules 2025 dataset: 5 unconnected molecules or ions with the total composition C27H35ClIN2O16 in a non-equilibrium geometry (ωB97M-V/def2-TZVPD).

Each line ends with the Löwdin charge.
CARTESIAN COORDINATES (ANGSTROEM)
C: 5.410 -0.274 3.047  -0.11
O: 5.988 0.077 1.774  -0.21
C: 5.088 -0.378 0.733  -0.20
C: 4.046 0.782 0.365  -0.14
C: 2.624 0.293 0.849  -0.21
C: 1.419 0.948 0.036  -0.14
O: 0.729 -0.129 -0.668  -0.07
C: -0.628 0.089 -0.741  -0.43
O: -1.106 0.352 -1.815  0.16
C: -1.634 0.010 0.447  -0.05
C: -2.877 0.789 0.274  0.12
C: -3.891 0.728 1.329  -0.10
C: -5.253 1.483 1.207  -0.09
C: -6.243 0.591 0.319  -0.22
C: -6.880 -0.603 1.141  -0.54
Cl: -5.827 -2.083 1.150  0.55
N: -3.704 -0.008 2.490  -0.06
O: -4.634 -0.053 3.498  0.05
C: -4.120 0.716 4.532  -0.21
N: -3.874 1.417 5.405  0.24
C: -2.545 -0.753 2.682  -0.01
C: -1.487 -0.772 1.694  -0.51
I: 0.218 -1.982 2.090  1.17
H: 4.336 0.052 3.055  0.08
H: 5.968 0.254 3.868  0.10
H: 5.418 -1.388 3.226  0.10
H: 5.646 -0.746 -0.167  0.12
H: 4.561 -1.276 1.178  0.11
H: 4.378 1.700 0.919  0.11
H: 4.058 1.039 -0.725  0.11
H: 2.543 -0.820 0.706  0.05
H: 2.427 0.473 1.940  0.09
H: 0.688 1.441 0.746  0.13
H: 1.800 1.752 -0.652  0.14
H: -3.048 1.410 -0.633  0.15
H: -5.145 2.452 0.659  0.13
H: -5.712 1.711 2.203  0.12
H: -5.661 0.159 -0.545  0.11
H: -7.108 1.199 -0.062  0.12
H: -7.165 -0.250 2.173  0.09
H: -7.861 -0.849 0.645  0.08
H: -2.444 -1.338 3.634  0.15
C: -3.753 -6.224 2.780  -0.11
C: -3.168 -5.590 1.549  -0.12
O: -2.494 -4.446 2.074  0.01
C: -2.215 -4.707 3.381  -0.58
O: -1.512 -4.028 4.066  0.08
O: -2.838 -5.834 3.802  0.08
H: -3.812 -7.309 2.704  0.14
H: -4.743 -5.831 3.024  0.14
H: -2.438 -6.233 1.052  0.14
H: -3.929 -5.296 0.827  0.13
C: 6.680 3.544 -0.982  -0.13
C: 7.603 4.687 -0.672  -0.11
O: 6.774 5.569 0.082  0.07
C: 5.781 4.823 0.630  -0.56
O: 5.013 5.220 1.450  0.16
O: 5.774 3.561 0.122  0.04
H: 7.201 2.593 -1.042  0.10
H: 6.116 3.700 -1.905  0.13
H: 8.452 4.383 -0.054  0.14
H: 7.978 5.176 -1.570  0.14
C: 8.413 0.045 -4.677  -0.12
C: 7.691 1.354 -4.835  -0.12
O: 7.697 1.882 -3.510  0.04
C: 8.743 1.307 -2.853  -0.55
O: 9.132 1.650 -1.781  0.16
O: 9.284 0.295 -3.577  0.07
H: 8.978 -0.231 -5.565  0.14
H: 7.740 -0.776 -4.415  0.14
H: 8.219 2.047 -5.494  0.14
H: 6.672 1.229 -5.199  0.14
C: -8.979 -0.865 -4.212  -0.12
C: -7.821 -0.767 -3.258  -0.13
O: -8.230 0.270 -2.368  0.03
C: -9.592 0.324 -2.411  -0.56
O: -10.259 0.965 -1.664  0.17
O: -10.084 -0.449 -3.413  0.07
H: -9.129 -1.877 -4.585  0.14
H: -8.882 -0.185 -5.061  0.14
H: -7.671 -1.686 -2.685  0.13
H: -6.889 -0.505 -3.757  0.13

## Properties
Orbital gap = 6.274 eV
Spin multiplicity = 1
Total energy = -84917.392 eV
Net charge = +1
E_HOMO = -11.33 eV
E_LUMO = -0.1860 Eh

---

No. 2
Entry from the Open Molecules 2025 dataset: 15 unconnected molecules or ions with the total composition C3H37N2O16 in a non-equilibrium geometry (ωB97M-V/def2-TZVPD).

Each line ends with the Löwdin charge.
CARTESIAN COORDINATES (ANGSTROEM)
N: -1.179 2.164 0.489  0.18
C: 0.231 1.610 0.466  -0.22
C: -0.031 0.068 0.486  -0.17
O: -0.449 -0.100 -0.877  -0.09
C: 1.078 2.254 1.588  -0.60
N: 1.609 1.493 2.595  0.10
O: 1.353 3.419 1.409  -0.01
H: -1.686 1.570 -0.229  0.14
H: -1.634 1.895 1.368  0.11
H: -1.203 3.150 0.272  0.07
H: 0.778 1.900 -0.412  0.13
H: 0.939 -0.417 0.635  0.10
H: -0.911 0.065 1.223  0.13
H: -0.607 -1.027 -1.060  0.04
H: 1.964 1.816 3.497  0.11
H: 1.946 0.542 2.559  0.07
H: -1.189 -1.084 -3.395  -0.01
H: -1.238 -2.026 -4.657  0.05
O: -1.256 -1.995 -3.695  -0.05
H: -1.273 1.992 4.350  0.07
H: -0.445 0.946 3.429  -0.02
O: -1.246 1.465 3.511  -0.11
H: 3.305 -0.122 -1.976  0.00
H: 3.048 1.278 -1.587  0.01
O: 3.044 0.723 -2.369  -0.09
H: -2.193 -3.252 1.581  -0.01
H: -1.588 -4.425 2.316  0.06
O: -1.391 -3.826 1.589  -0.10
H: 2.569 -2.381 -2.427  0.07
H: 2.417 -2.407 -0.820  -0.01
O: 3.018 -2.248 -1.548  -0.06
H: -3.378 -1.859 1.246  0.08
H: -4.218 -3.051 0.996  0.08
O: -3.722 -2.657 1.732  -0.06
H: 1.136 -1.079 -3.687  0.00
H: 2.353 -0.334 -4.131  0.02
O: 1.393 -0.295 -4.178  -0.06
H: -0.584 -1.787 4.686  0.03
H: -0.659 -0.390 4.904  0.05
O: -0.094 -1.017 4.371  -0.09
H: 0.604 -3.213 0.855  0.01
H: 1.933 -4.078 0.955  0.05
O: 1.567 -3.188 1.014  -0.06
H: -1.510 3.768 -2.125  0.04
H: -2.951 3.409 -2.303  0.06
O: -2.177 3.168 -1.767  -0.07
H: 0.505 5.095 -0.274  0.04
H: -0.666 4.934 0.780  0.04
O: -0.413 4.866 -0.143  -0.06
H: -0.671 1.373 -2.651  0.03
H: -0.740 1.443 -4.089  0.04
O: -1.258 1.044 -3.380  -0.08
H: 3.383 0.831 0.976  0.05
H: 3.569 -0.496 0.401  0.06
O: 3.067 0.313 0.227  -0.06
H: -1.300 -3.742 -0.286  0.04
H: -1.379 -3.173 -1.674  0.02
O: -1.571 -2.922 -0.765  -0.08

## Properties
Energy above the lowest of the compared OMol25 structures with the same formula, charge and spin = 3.917 eV
Orbital gap (alpha / beta) = 2.647 / 8.909 eV
⟨S²⟩ = 0.752
Spin multiplicity = 2
Total energy = -39448.296 eV
Net charge = 0
E_HOMO (alpha / beta) = -2.54 / -8.93 eV
E_LUMO (alpha / beta) = 0.0039 / -0.0009 Eh

---

No. 3
Entry from the Open Molecules 2025 dataset: 2 unconnected molecules or ions with the total composition C25H26NO (ωB97M-V/def2-TZVPD).

Each line ends with the Löwdin charge.
CARTESIAN COORDINATES (ANGSTROEM)
C: -4.797 -1.707 2.685  -0.04
C: -3.639 -2.230 3.234  -0.05
C: -2.461 -2.185 2.526  -0.01
C: -2.423 -1.641 1.233  -0.18
C: -1.180 -1.604 0.445  -0.03
C: -0.003 -1.130 1.053  -0.01
C: 1.238 -1.130 0.486  0.05
C: 2.418 -0.621 1.121  -0.21
C: 3.626 -0.562 0.411  -0.01
C: 4.761 -0.052 0.999  -0.05
C: 4.729 0.402 2.305  -0.03
C: 3.551 0.357 3.024  -0.04
C: 2.412 -0.145 2.443  0.00
C: -1.200 -2.048 -0.958  -0.18
C: -0.642 -1.272 -1.984  -0.03
C: -0.673 -1.705 -3.288  -0.05
C: -1.245 -2.924 -3.600  -0.04
C: -1.801 -3.706 -2.606  -0.05
C: -1.798 -3.269 -1.304  0.00
C: -3.611 -1.124 0.699  0.00
C: -4.778 -1.142 1.423  -0.05
H: -5.713 -1.722 3.251  0.12
H: -3.660 -2.673 4.218  0.12
H: -1.560 -2.601 2.942  0.12
H: -0.110 -0.724 2.041  0.11
H: 1.346 -1.528 -0.507  0.12
H: 3.649 -0.907 -0.609  0.12
H: 5.679 0.001 0.436  0.12
H: 5.622 0.789 2.767  0.12
H: 3.518 0.720 4.039  0.12
H: 1.508 -0.165 3.023  0.11
H: -0.220 -0.313 -1.739  0.10
H: -0.251 -1.090 -4.066  0.12
H: -1.237 -3.274 -4.618  0.12
H: -2.228 -4.665 -2.852  0.12
H: -2.236 -3.874 -0.530  0.13
H: -3.586 -0.675 -0.279  0.12
H: -5.673 -0.700 1.014  0.12
C: 2.030 4.333 -1.657  -0.19
C: 2.064 2.924 -1.059  -0.21
N: 0.837 2.682 -0.293  -0.07
C: -0.388 2.946 -1.057  -0.20
C: -0.329 4.355 -1.654  -0.19
O: 0.851 4.542 -2.425  -0.14
H: 2.054 5.093 -0.867  0.12
H: 2.889 4.520 -2.315  0.13
H: 2.151 2.181 -1.862  0.11
H: 2.936 2.795 -0.405  0.11
H: 0.848 1.751 0.143  0.08
H: -0.492 2.206 -1.860  0.10
H: -1.261 2.833 -0.400  0.12
H: -1.185 4.562 -2.309  0.13
H: -0.335 5.115 -0.863  0.12

## Properties
Energy above the lowest of the compared OMol25 structures with the same formula, charge and spin = 1.288 eV
Orbital gap = 5.480 eV
Spin multiplicity = 1
Total energy = -29876.917 eV
Net charge = +1
E_HOMO = -11.08 eV
E_LUMO = -0.2057 Eh

---

No. 4
Entry from the Open Molecules 2025 dataset: a single C5H10O2 molecule (ωB97M-V/def2-TZVPD).

Each line ends with the Löwdin charge.
CARTESIAN COORDINATES (ANGSTROEM)
C: 2.072 1.062 -0.353  -0.10
O: 0.670 0.945 -0.361  -0.15
C: 0.255 -0.383 -0.468  -0.29
C: 0.370 -1.260 0.784  -0.12
O: -1.021 -1.605 0.695  -0.08
C: -1.266 -0.602 -0.303  -0.30
C: -2.079 0.591 0.203  -0.02
H: 2.521 0.545 0.510  0.09
H: 2.512 0.648 -1.273  0.09
H: 2.308 2.126 -0.289  0.09
H: 0.670 -0.847 -1.376  0.15
H: 0.573 -0.668 1.688  0.13
H: 1.035 -2.133 0.755  0.12
H: -1.760 -1.058 -1.171  0.14
H: -2.481 1.150 -0.647  0.08
H: -2.910 0.217 0.807  0.08
H: -1.468 1.273 0.799  0.08

## Properties
Energy above the lowest of the compared OMol25 structures with the same formula, charge and spin = 2.522 eV
SMILES = CO[C@H]1CO[C@H]1C
Orbital gap = 10.622 eV
Spin multiplicity = 1
Total energy = -9440.521 eV
Net charge = 0
E_HOMO = -9.61 eV
E_LUMO = 0.0373 Eh

---

No. 5
Entry from the Open Molecules 2025 dataset: 2 unconnected molecules or ions with the total composition C2H5BrClN in a non-equilibrium geometry (ωB97M-V/def2-TZVPD).

Each line ends with the Löwdin charge.
CARTESIAN COORDINATES (ANGSTROEM)
C: 0.449 -1.137 0.367  -0.28
C: -0.334 -0.130 1.020  -0.09
N: -0.910 1.456 -1.277  -1.01
Cl: -0.236 2.981 -0.683  0.40
Br: 0.007 0.537 -2.412  0.69
H: 1.335 -0.607 0.014  0.04
H: 0.901 -2.105 0.975  0.13
H: -0.113 -1.646 -0.482  0.05
H: -1.306 0.221 0.725  0.03
H: 0.207 0.429 1.753  0.04

## Properties
Energy above the lowest of the compared OMol25 structures with the same formula, charge and spin = 5.997 eV
Orbital gap (alpha / beta) = 9.387 / 6.599 eV
Spin multiplicity = 1
Total energy = -86204.453 eV
Net charge = 0
E_HOMO (alpha / beta) = -9.50 / -7.93 eV
E_LUMO (alpha / beta) = -0.0042 / -0.0489 Eh

---

No. 6
Entry from the Open Molecules 2025 dataset: a single C23H31F3N2O4 molecule (ωB97M-V/def2-TZVPD).

Each line ends with the Löwdin charge.
CARTESIAN COORDINATES (ANGSTROEM)
C: -3.000 -2.792 3.644  -0.05
C: -1.789 -1.897 3.455  -0.23
O: -1.444 -1.914 2.075  -0.11
C: -0.287 -1.231 1.734  -0.31
O: -0.472 0.139 2.048  0.02
C: 0.331 1.031 1.390  -0.16
C: 0.185 2.472 1.786  -0.38
O: 0.186 3.324 0.911  0.07
N: 0.086 2.789 3.092  -0.04
C: 0.142 1.906 4.232  -0.12
C: -1.203 1.969 4.981  -0.17
N: -1.570 3.312 5.378  -0.23
C: -0.856 3.809 6.534  -0.10
C: -1.539 4.198 4.230  -0.16
C: -0.204 4.159 3.469  -0.11
C: 1.157 0.705 0.397  0.04
C: 1.250 -0.687 -0.157  -0.21
C: 1.377 -0.657 -1.658  -0.19
C: 2.309 -1.451 -2.314  -0.01
C: 2.392 -1.447 -3.694  0.00
C: 1.537 -0.636 -4.429  -0.12
C: 1.645 -0.662 -5.925  -0.59
F: 2.894 -0.393 -6.351  0.14
F: 0.840 0.216 -6.537  0.14
F: 1.340 -1.873 -6.434  0.14
C: 0.608 0.171 -3.787  0.01
C: 0.533 0.156 -2.408  0.00
C: -0.019 -1.461 0.242  -0.19
C: 0.075 -2.960 -0.086  -0.13
C: -0.827 -3.374 -1.252  -0.16
C: -2.290 -3.590 -0.840  -0.27
O: -2.938 -2.440 -0.366  -0.06
H: -2.765 -3.810 3.344  0.08
H: -3.824 -2.433 3.033  0.08
H: -3.301 -2.789 4.688  0.08
H: -2.012 -0.870 3.766  0.11
H: -0.934 -2.261 4.044  0.13
H: 0.569 -1.602 2.341  0.19
H: 0.352 0.886 3.924  0.11
H: 0.950 2.245 4.893  0.13
H: -1.168 1.332 5.866  0.12
H: -1.986 1.599 4.311  0.12
H: 0.227 3.930 6.388  0.08
H: -1.015 3.120 7.363  0.08
H: -1.273 4.777 6.809  0.09
H: -1.748 5.216 4.562  0.12
H: -2.336 3.883 3.551  0.13
H: -0.259 4.756 2.558  0.12
H: 0.609 4.540 4.098  0.13
H: 1.751 1.479 -0.059  0.13
H: 2.129 -1.194 0.263  0.16
H: 2.981 -2.077 -1.746  0.12
H: 3.115 -2.066 -4.203  0.12
H: -0.049 0.804 -4.364  0.12
H: -0.182 0.789 -1.904  0.13
H: -0.867 -1.021 -0.291  0.16
H: 1.108 -3.208 -0.333  0.11
H: -0.200 -3.545 0.794  0.12
H: -0.465 -4.317 -1.668  0.11
H: -0.778 -2.621 -2.040  0.11
H: -2.860 -3.913 -1.715  0.12
H: -2.334 -4.392 -0.087  0.12
H: -2.561 -2.209 0.496  0.05

## Properties
SMILES = CCO[C@@H]1OC(C(=O)N2CCN(C)CC2)=C[C@H](c2ccc(C(F)(F)F)cc2)[C@H]1CCCO
Orbital gap = 8.847 eV
Spin multiplicity = 1
Total energy = -43677.127 eV
Net charge = 0
E_HOMO = -8.30 eV
E_LUMO = 0.0199 Eh